one | {
  "formula": "C39H104O13",
  "method": "ωB97M-V/def2-TZVPD",
  "symbols": ["C", "C", "O", "C", "C", "H", "H", "H", "H", "H", "H", "H", "H", "H", "H", "C", "C", "O", "C", "C", "H", "H", "H", "H", "H", "H", "H", "H", "H", "H", "C", "C", "O", "C", "C", "H", "H", "H", "H", "H", "H", "H", "H", "H", "H", "C", "C", "C", "O", "H", "H", "H", "H", "H", "H", "H", "H", "C", "C", "C", "O", "H", "H", "H", "H", "H", "H", "H", "H", "C", "C", "C", "O", "H", "H", "H", "H", "H", "H", "H", "H", "C", "C", "C", "O", "H", "H", "H", "H", "H", "H", "H", "H", "C", "C", "C", "O", "H", "H", "H", "H", "H", "H", "H", "H", "C", "C", "C", "O", "H", "H", "H", "H", "H", "H", "H", "H", "C", "C", "C", "O", "H", "H", "H", "H", "H", "H", "H", "H", "C", "C", "O", "H", "H", "H", "H", "H", "H", "C", "C", "O", "H", "H", "H", "H", "H", "H", "C", "C", "O", "H", "H", "H", "H", "H", "H"],
  "xyz": [[-4.87028, -20.49329, -3.04418], [-5.05035, -21.11977, -4.46985], [-4.68089, -20.14046, -5.47496], [-5.01531, -20.53619, -6.77766], [-4.33234, -19.79122, -7.86765], [-3.79189, -20.47892, -2.88611], [-5.34347, -19.52443, -2.88456], [-5.25248, -21.26224, -2.37282], [-4.30143, -21.90540, -4.56980], [-6.04960, -21.51442, -4.65387], [-5.01904, -21.61232, -6.95091], [-6.06781, -20.25673, -6.82499], [-4.89257, -19.85256, -8.80065], [-3.34100, -20.18328, -8.09487], [-4.25432, -18.72708, -7.64486], [-13.97456, -17.11716, -12.33774], [-14.86901, -17.99676, -11.42294], [-14.19335, -19.15117, -10.91122], [-13.06959, -18.96051, -9.99656], [-12.81786, -20.29442, -9.33617], [-13.21183, -16.56664, -11.78703], [-13.40064, -17.73944, -13.02439], [-14.54346, -16.35122, -12.86480], [-15.20764, -17.36534, -10.60152], [-15.79401, -18.31270, -11.90528], [-12.23949, -18.64736, -10.62977], [-13.32090, -18.14221, -9.32179], [-13.62433, -20.71099, -8.73271], [-11.90687, -20.26435, -8.73843], [-12.47686, -21.07937, -10.01119], [-7.79294, -20.98560, -10.11870], [-6.86379, -20.03961, -10.87479], [-5.70219, -20.74259, -11.24382], [-4.90542, -20.02311, -12.14759], [-4.17273, -18.80118, -11.59347], [-8.73862, -20.48242, -9.91722], [-7.92364, -21.96992, -10.56829], [-7.33590, -21.09313, -9.13501], [-7.34330, -19.55177, -11.72343], [-6.55569, -19.24231, -10.19842], [-4.14288, -20.74609, -12.43731], [-5.46192, -19.77962, -13.05264], [-3.60458, -18.27919, -12.36342], [-3.44867, -19.13083, -10.84837], [-4.77644, -18.01024, -11.14846], [-7.16431, -23.93162, -6.93882], [-7.37928, -25.47057, -6.66099], [-6.25437, -26.07357, -5.86742], [-8.57696, -25.64317, -5.96775], [-6.12212, -23.66619, -7.11619], [-7.54744, -23.31528, -6.12553], [-7.74632, -23.67623, -7.82434], [-7.35120, -25.99607, -7.61554], [-6.17488, -25.57806, -4.89981], [-5.26586, -25.91502, -6.29846], [-6.41431, -27.11470, -5.58713], [-8.40377, -25.12817, -5.17631], [-8.80579, -17.61128, -0.89682], [-7.53760, -17.53840, -0.08917], [-6.77596, -18.82990, 0.13560], [-6.68161, -16.57979, -0.67098], [-9.44616, -18.33033, -0.38594], [-8.59212, -17.94084, -1.91360], [-9.23059, -16.60914, -0.95476], [-7.90716, -17.22568, 0.88742], [-7.43707, -19.67051, 0.34630], [-6.04826, -18.79900, 0.94652], [-6.20918, -19.07798, -0.76179], [-5.94807, -16.40327, -0.07738], [-14.18609, -17.28623, -4.47157], [-14.00951, -18.25811, -5.65820], [-15.17968, -18.27793, -6.62387], [-12.82949, -17.82847, -6.40920], [-13.29764, -17.21694, -3.84390], [-15.06822, -17.50318, -3.86918], [-14.38147, -16.25128, -4.75230], [-13.78523, -19.26957, -5.31944], [-14.86603, -18.93268, -7.43691], [-15.36911, -17.26042, -6.96575], [-16.10195, -18.54884, -6.10992], [-12.93297, -16.89568, -6.61115], [-13.53784, -13.24039, -8.49649], [-13.42168, -14.70481, -8.22300], [-12.20656, -15.35109, -8.83338], [-13.34462, -14.97379, -6.87571], [-13.55793, -12.95367, -9.54790], [-12.76933, -12.69466, -7.94909], [-14.44093, -12.74949, -8.13377], [-14.30094, -15.18444, -8.65308], [-11.26818, -15.13234, -8.32378], [-12.12566, -15.18870, -9.90816], [-12.23434, -16.40518, -8.55731], [-12.55007, -14.57802, -6.51013], [-5.89245, -17.36607, -4.72605], [-5.60487, -16.01732, -5.41467], [-4.77989, -16.13416, -6.68400], [-6.83784, -15.42975, -5.81682], [-6.70087, -17.28247, -3.99970], [-4.99453, -17.71149, -4.21368], [-6.19945, -18.08161, -5.48884], [-5.07161, -15.33610, -4.75159], [-5.22948, -16.78322, -7.43545], [-3.81491, -16.58031, -6.44348], [-4.48703, -15.19156, -7.14642], [-7.15978, -16.04429, -6.48038], [-8.32446, -21.99746, -2.44796], [-8.64891, -23.51902, -2.55391], [-10.08234, -23.82640, -2.92263], [-7.83043, -24.13339, -3.52518], [-7.44465, -21.70742, -1.87358], [-9.13882, -21.48341, -1.93741], [-8.19711, -21.55948, -3.43793], [-8.41565, -24.00231, -1.60516], [-10.50408, -23.25491, -3.74944], [-10.77753, -23.75984, -2.08574], [-10.17224, -24.83492, -3.32626], [-6.91299, -24.05572, -3.25337], [-9.18096, -20.68461, -6.48016], [-10.16405, -19.64807, -5.95967], [-9.65272, -18.83187, -4.74625], [-10.30091, -18.75673, -6.99162], [-8.93264, -21.34436, -5.64880], [-8.28490, -20.15488, -6.80356], [-9.59809, -21.22377, -7.33070], [-11.11909, -20.12690, -5.74351], [-10.40421, -18.12115, -4.40240], [-8.76599, -18.24956, -4.99674], [-9.35235, -19.47360, -3.91796], [-11.18853, -18.39887, -6.91631], [-10.11267, -15.55318, -5.44281], [-9.81110, -14.08732, -5.69606], [-10.94404, -13.52170, -6.24513], [-10.95378, -15.74303, -4.77602], [-9.18702, -16.00990, -5.09257], [-10.40804, -15.98541, -6.39887], [-8.99290, -13.94819, -6.40266], [-9.48187, -13.50814, -4.83335], [-10.84604, -12.57487, -6.12058], [-11.12305, -23.52951, -8.63886], [-12.15796, -24.49509, -9.06596], [-11.64423, -25.32842, -10.11367], [-10.56607, -23.12825, -9.48554], [-10.34355, -24.06866, -8.10052], [-11.49595, -22.66938, -8.08280], [-13.03176, -23.96994, -9.45169], [-12.46102, -25.07995, -8.19753], [-11.04550, -25.90391, -9.63208], [-7.69756, -15.70495, -9.30399], [-8.45312, -16.94305, -8.89905], [-8.05572, -17.28255, -7.57054], [-7.72640, -14.88521, -8.58615], [-7.93556, -15.37154, -10.31409], [-6.65344, -16.01230, -9.36277], [-8.18728, -17.70768, -9.62895], [-9.51797, -16.78104, -9.06624], [-8.69744, -17.91373, -7.23677]],
  "e_homo_ev": -9.33,
  "total_charge": 0,
  "e_lumo_ev": 0.49
}


two | {
  "formula": "C39H104O13",
  "method": "ωB97M-V/def2-TZVPD",
  "symbols": ["C", "C", "C", "O", "H", "H", "H", "H", "H", "H", "H", "H", "C", "C", "C", "O", "H", "H", "H", "H", "H", "H", "H", "H", "C", "C", "C", "O", "H", "H", "H", "H", "H", "H", "H", "H", "C", "C", "C", "O", "H", "H", "H", "H", "H", "H", "H", "H", "C", "C", "C", "O", "H", "H", "H", "H", "H", "H", "H", "H", "C", "C", "C", "O", "H", "H", "H", "H", "H", "H", "H", "H", "C", "C", "C", "O", "H", "H", "H", "H", "H", "H", "H", "H", "C", "C", "C", "O", "H", "H", "H", "H", "H", "H", "H", "H", "C", "C", "C", "O", "H", "H", "H", "H", "H", "H", "H", "H", "C", "C", "C", "O", "H", "H", "H", "H", "H", "H", "H", "H", "C", "C", "C", "O", "H", "H", "H", "H", "H", "H", "H", "H", "C", "C", "C", "O", "H", "H", "H", "H", "H", "H", "H", "H", "C", "C", "C", "O", "H", "H", "H", "H", "H", "H", "H", "H"],
  "xyz": [[2.92991, -4.39125, 1.33815], [1.70283, -5.21918, 1.14968], [0.46509, -4.46267, 1.55285], [1.49232, -5.60260, -0.15966], [3.10278, -4.21361, 2.39960], [2.84932, -3.41576, 0.85855], [3.84829, -4.91026, 1.06373], [1.91093, -6.10104, 1.75558], [0.31617, -3.59005, 0.91687], [0.54391, -4.15612, 2.59588], [-0.37248, -5.15966, 1.52484], [1.64517, -4.82383, -0.69981], [-2.22832, -0.12748, -3.32811], [-3.27872, -0.60907, -2.29631], [-4.64044, -0.69097, -2.94316], [-2.87529, -1.82052, -1.78659], [-2.51568, 0.87760, -3.63690], [-2.26335, -0.71848, -4.24331], [-1.23169, -0.12054, -2.88677], [-3.43199, 0.12200, -1.50250], [-5.34879, -0.98349, -2.16807], [-4.68455, -1.42518, -3.74758], [-4.96097, 0.27055, -3.34420], [-2.16645, -1.64679, -1.16292], [2.69013, 3.41536, 1.14605], [3.81332, 4.22461, 1.83404], [3.32722, 5.65078, 2.14015], [4.18122, 3.65954, 3.08130], [1.77930, 3.65680, 1.69396], [2.85508, 2.34012, 1.21495], [2.60274, 3.68358, 0.09319], [4.73582, 4.18887, 1.25455], [4.11187, 6.23242, 2.62401], [2.45860, 5.62723, 2.79822], [3.09289, 6.23608, 1.25098], [3.35943, 3.63067, 3.57670], [-1.90098, 3.82405, 1.34977], [-1.11827, 4.65542, 0.31607], [-0.56683, 3.84017, -0.89348], [-1.96723, 5.59664, -0.22042], [-2.68279, 3.27188, 0.82827], [-2.36852, 4.44585, 2.11323], [-1.22098, 3.08655, 1.77614], [-0.27352, 5.17562, 0.76760], [0.31075, 3.27769, -0.57479], [-0.28460, 4.49798, -1.71551], [-1.24786, 3.09453, -1.30376], [-2.66814, 5.18121, -0.72811], [5.03358, -4.27614, -1.96503], [5.48371, -2.89949, -1.46662], [6.23895, -2.10751, -2.57704], [4.34453, -2.15077, -1.17098], [4.32645, -4.82075, -1.33935], [5.90586, -4.92841, -2.00712], [4.68095, -4.29914, -2.99616], [6.13746, -3.07976, -0.61326], [5.59702, -1.85958, -3.42235], [6.99966, -2.77960, -2.97417], [6.70990, -1.18417, -2.23975], [4.64619, -1.25674, -0.99406], [-3.35978, -3.50605, 1.80859], [-4.86823, -3.46190, 1.73968], [-5.39523, -3.68546, 0.28965], [-5.43244, -4.38589, 2.56335], [-2.87868, -4.45897, 1.58818], [-2.91632, -3.08165, 2.70933], [-2.86800, -2.87724, 1.06640], [-5.29991, -2.51310, 2.05832], [-6.47569, -3.55858, 0.22177], [-5.15857, -4.68869, -0.06479], [-4.94453, -2.96760, -0.39565], [-6.37278, -4.46757, 2.38815], [0.12530, 2.57047, -4.33985], [0.87756, 2.05075, -5.54144], [0.06057, 1.05684, -6.35218], [1.15087, 3.15907, -6.39436], [-0.27253, 1.80866, -3.66941], [-0.73400, 3.21501, -4.52498], [0.79322, 3.24657, -3.80610], [1.76241, 1.47335, -5.27357], [-0.93999, 1.37499, -6.64503], [-0.01399, 0.09442, -5.84592], [0.58698, 0.73182, -7.24959], [1.60984, 3.76520, -5.80823], [0.95513, 0.38043, -0.38100], [0.05234, -0.56792, 0.32217], [-1.11887, 0.05595, 1.12862], [-0.54407, -1.54601, -0.59874], [1.91366, -0.08441, -0.61175], [1.16910, 1.22303, 0.27653], [0.59030, 0.76696, -1.33263], [0.66288, -1.10920, 1.04491], [-1.68357, -0.69959, 1.67487], [-1.86607, 0.57975, 0.53243], [-0.70510, 0.71893, 1.88845], [0.22463, -2.03732, -0.89758], [0.17469, -3.78801, -3.19970], [1.51377, -3.07383, -2.97584], [1.42048, -1.65845, -3.49913], [1.77287, -3.15216, -1.59566], [-0.14896, -3.75942, -4.24015], [-0.60868, -3.21326, -2.70564], [0.31055, -4.79947, -2.81681], [2.34636, -3.54706, -3.49636], [2.43872, -1.37999, -3.77070], [1.14325, -0.96269, -2.70719], [0.79118, -1.47387, -4.36977], [2.69338, -2.91033, -1.47009], [2.54089, -0.01082, 3.82193], [1.53294, 0.13784, 4.93594], [2.14348, 0.58274, 6.21917], [0.66723, 1.19547, 4.53354], [3.42923, -0.58467, 4.08586], [2.83111, 0.91716, 3.32926], [2.12660, -0.65627, 3.04743], [0.96938, -0.74810, 5.22854], [2.82936, -0.16241, 6.62217], [1.40688, 0.76331, 7.00206], [2.70292, 1.51765, 6.18645], [-0.18549, 1.05946, 4.95303], [-7.62086, 0.31193, 0.43305], [-6.58621, 0.63544, 1.46253], [-5.23975, 1.07832, 0.86647], [-7.13761, 1.69922, 2.29612], [-7.91269, 1.18999, -0.14309], [-8.55362, 0.07815, 0.94627], [-7.20012, -0.57347, -0.04355], [-6.43915, -0.21452, 2.12890], [-5.40775, 1.86903, 0.13527], [-4.60603, 0.27146, 0.49840], [-4.71980, 1.52869, 1.71199], [-7.59622, 1.31133, 3.04500], [6.22970, 2.35487, -3.17018], [4.99177, 2.99640, -2.51449], [3.75951, 2.17536, -2.70300], [5.23394, 3.01895, -1.15324], [6.53632, 1.47376, -2.60650], [7.04335, 3.06439, -3.32067], [5.98897, 1.96826, -4.16047], [4.81072, 4.04477, -2.75166], [2.98237, 2.57394, -2.05085], [3.93570, 1.19219, -2.26662], [3.41818, 2.13278, -3.73731], [5.98327, 3.60465, -1.02264], [-3.21422, 1.98696, 4.45004], [-3.12107, 0.70088, 5.41143], [-3.46999, -0.63870, 4.76131], [-1.72918, 0.63176, 5.76793], [-2.60696, 1.93932, 3.54613], [-2.95430, 2.92420, 4.94212], [-4.24181, 2.12389, 4.11329], [-3.76719, 0.73193, 6.28873], [-4.51144, -0.71426, 4.44862], [-3.23733, -1.47566, 5.41969], [-2.81846, -0.78427, 3.89967], [-1.68101, -0.01373, 6.47689]],
  "e_homo_ev": -9.53,
  "total_charge": 0,
  "e_lumo_ev": 0.38
}


Order of stability, best first: two, one


one | {
  "formula": "C4H7NS",
  "method": "ωB97M-V/def2-TZVPD",
  "symbols": ["C", "C", "C", "C", "N", "S", "H", "H", "H", "H", "H", "H", "H"],
  "xyz": [[1.16852, -0.66957, 0.51334], [0.32115, -1.81476, 0.00074], [-0.80040, -0.73283, -0.18792], [0.58166, 1.71109, 0.18386], [0.31259, 0.25835, 0.17708], [3.94838, 0.05284, 0.17033], [0.66732, -2.33501, -1.05146], [0.13209, -2.60586, 0.72501], [-1.14216, -0.47499, -1.11472], [-1.59607, -0.83572, 0.45672], [0.35737, 2.15280, -0.84811], [0.11544, 2.36305, 1.01830], [1.68921, 1.75145, 0.40865]],
  "e_homo_ev": [-8.31, -8.17],
  "total_charge": 0,
  "e_lumo_ev": [-1.21, -1.07]
}


two | {
  "formula": "C4H7NS",
  "method": "ωB97M-V/def2-TZVPD",
  "symbols": ["C", "C", "N", "C", "C", "S", "H", "H", "H", "H", "H", "H", "H"],
  "xyz": [[1.55277, -0.94715, -0.11113], [0.55121, 0.05596, 0.36752], [0.42006, 1.25254, -0.50620], [-0.66488, 0.19248, -0.42611], [-1.93158, 0.35340, 0.28176], [-3.33397, -0.29861, -0.16930], [1.54899, -1.93196, 0.32148], [2.54067, -0.55897, 0.14639], [1.50750, -1.06510, -1.19929], [0.36498, 0.20872, 1.41218], [0.18021, 2.01468, 0.09653], [-0.80468, -0.30453, -1.35306], [-1.93128, 1.02853, 1.13925]],
  "e_homo_ev": -8.84,
  "smiles": "C[C@H]1N[C@@H]1C=S",
  "total_charge": 0,
  "e_lumo_ev": -0.28
}


Order of stability, best first: two, one


one | {
  "formula": "C4H7NS",
  "method": "ωB97M-V/def2-TZVPD",
  "symbols": ["C", "C", "C", "C", "N", "S", "H", "H", "H", "H", "H", "H", "H"],
  "xyz": [[-1.64504, -0.06793, 0.42063], [-0.93997, 0.57138, -0.64313], [0.00162, 1.08978, 0.42593], [1.70863, -1.10998, -0.11775], [-0.96828, 0.11411, 1.45717], [1.74875, 0.64303, 0.27706], [-2.77922, -0.46187, 0.38844], [-0.42670, -0.17370, -1.31759], [-1.48689, 1.47708, -1.08408], [-0.18373, 2.00905, 0.97797], [2.68382, -1.35351, -0.28011], [1.16228, -1.19098, -1.15892], [1.12473, -1.54645, 0.65439]],
  "e_homo_ev": -8.58,
  "total_charge": 0,
  "e_lumo_ev": 0.95
}


two | {
  "formula": "C4H7NS",
  "method": "ωB97M-V/def2-TZVPD",
  "symbols": ["C", "C", "C", "C", "N", "S", "H", "H", "H", "H", "H", "H", "H"],
  "xyz": [[-2.11875, 0.74361, -0.08457], [0.76982, -0.41368, 0.00293], [0.37132, 0.90389, -0.12641], [2.07320, -1.03138, 0.16453], [-0.88240, 1.35674, 0.01053], [-2.86948, -0.88207, 0.06155], [-2.93894, 1.48235, 0.41123], [-2.52147, 1.03761, -1.09091], [-0.11283, -1.18416, 0.15565], [1.20605, 1.56762, -0.14068], [2.76734, -0.23406, 0.32366], [2.10285, -1.73364, -0.80639], [2.15327, -1.61284, 1.11888]],
  "e_homo_ev": [-7.75, -7.74],
  "total_charge": 0,
  "e_lumo_ev": [-2.33, -2.33]
}


Order of stability, best first: one, two